No. 1
The following is a quantum chemistry calculation of a gas-phase ion, C6H6NO4 (charge -1), from OMol25.

charge = -1
calculated total energy = -15998.313 eV
2S+1 = 1
energy above the lowest of the compared OMol25 structures with the same formula, charge and spin = 343.05 kJ/mol
SMILES = C/N=C(\[O-])C(=O)[C@]1(C)OC1=O

Each line ends with the Löwdin charge.
Cartesian coordinates (Å):
C: -2.014 1.561 -0.703  -0.192
N: -0.878 0.802 -0.188  -0.025
C: -1.103 0.102 0.874  -0.617
O: -2.111 -0.179 1.496  -0.023
C: 0.235 -0.457 1.463  -0.230
O: 0.493 -0.607 2.641  0.103
C: 1.286 -0.715 0.399  -0.258
C: 0.832 -1.334 -0.947  0.004
O: 2.641 -1.177 0.817  0.182
C: 2.487 0.029 0.420  -0.507
O: 3.095 1.019 0.159  0.138
H: -3.037 1.273 -0.431  0.039
H: -2.064 2.606 -0.400  0.043
H: -2.149 1.489 -1.899  0.086
H: 0.308 -2.325 -0.629  0.126
H: 1.677 -1.533 -1.457  0.020
H: 0.302 -0.555 -1.614  0.111

No. 2
The following is a quantum chemistry calculation of 3 unconnected molecules or ions with the total composition C15H31BN3O5, from OMol25.

charge = +1
calculated total energy = -31435.147 eV
2S+1 = 1

Each line ends with the Löwdin charge.
Cartesian coordinates (Å):
C: -1.799 -6.432 1.624  0.042
C: -1.699 -5.257 2.212  -0.130
C: -0.971 -4.174 1.497  -0.265
C: 0.141 -3.396 2.245  -0.031
N: 0.490 -2.469 1.144  -0.040
C: 1.877 -2.049 0.959  -0.172
N: 2.164 -1.884 -0.477  0.037
C: -0.550 -2.158 0.484  0.073
C: -1.763 -2.907 1.027  -0.071
B: -2.870 -3.291 -0.094  -0.532
N: -3.968 -2.354 -0.398  0.150
O: -2.817 -4.490 -0.753  0.157
H: -2.706 -7.019 1.617  0.078
H: -0.932 -6.784 1.080  0.081
H: -2.157 -5.082 3.178  0.121
H: -0.432 -4.595 0.649  0.148
H: 0.947 -3.928 2.727  0.143
H: -0.419 -2.742 2.919  0.147
H: 2.139 -1.170 1.542  0.141
H: 2.486 -2.873 1.329  0.127
H: 1.708 -2.658 -0.958  0.080
H: 3.152 -2.100 -0.579  0.086
H: -0.554 -1.464 -0.343  0.165
H: -2.250 -2.351 1.829  0.165
H: -4.513 -2.253 0.459  0.086
H: -3.625 -1.435 -0.665  0.073
H: -3.555 -5.034 -0.431  0.129
O: -3.684 1.028 2.058  0.096
C: -2.887 1.738 1.505  -0.532
O: -1.646 1.256 1.280  -0.032
C: -0.658 1.913 0.467  -0.233
C: 0.120 2.940 1.259  -0.051
C: -3.208 3.164 1.137  0.022
H: -1.107 2.337 -0.431  0.113
H: 0.018 1.125 0.133  0.106
H: -0.525 3.739 1.624  0.075
H: 0.903 3.380 0.641  0.074
H: 0.579 2.475 2.133  0.082
H: -3.047 3.798 2.009  0.102
H: -4.256 3.214 0.851  0.096
H: -2.631 3.547 0.299  0.077
O: 0.416 3.775 -2.638  0.099
C: 1.603 3.780 -2.825  -0.526
O: 2.432 3.616 -1.774  -0.018
C: 3.847 3.427 -1.902  -0.235
C: 4.581 4.747 -2.007  -0.061
C: 2.183 4.054 -4.192  0.016
H: 4.073 2.758 -2.734  0.113
H: 4.154 2.908 -0.995  0.120
H: 4.286 5.302 -2.897  0.070
H: 5.658 4.583 -2.043  0.085
H: 4.351 5.375 -1.146  0.086
H: 2.230 5.131 -4.345  0.101
H: 1.521 3.618 -4.936  0.093
H: 3.168 3.622 -4.351  0.071

| no. | HOMO-LUMO gap (eV) |
| --- | --- |
| 1 | 7.793 |
| 2 | 8.395 |